[1]
{
  "formula": "C18H23N3O5",
  "method": "ωB97M-V with the def2-TZVPD basis set",
  "max_force_ev_per_a": 2.8,
  "de_lowest_kcal_mol": 64.67,
  "lumo_ha": 0.0098,
  "smiles": "COc1ccc([C@H](c2c([O-])n(C)c(=O)n(C)c2=O)[NH+]2CCOCC2)cc1",
  "homo_ev": -7.527,
  "symbols": ["C", "O", "C", "C", "C", "C", "C", "C", "C", "O", "N", "C", "C", "O", "N", "C", "C", "O", "N", "C", "C", "O", "C", "C", "C", "C", "H", "H", "H", "H", "H", "H", "H", "H", "H", "H", "H", "H", "H", "H", "H", "H", "H", "H", "H", "H", "H", "H", "H"],
  "xyz": [[-5.8731, 1.4049, 1.4071], [-5.1317, 0.2530, 1.8548], [-3.8542, 0.0615, 1.4250], [-3.2557, -1.1488, 1.8537], [-1.9996, -1.4980, 1.3963], [-1.2864, -0.6608, 0.5351], [0.1043, -1.0926, 0.0566], [1.2827, -0.3558, 0.6326], [1.1958, 0.9081, 1.3030], [0.1360, 1.4804, 1.6077], [2.4167, 1.5983, 1.5386], [2.3422, 2.9489, 2.0428], [3.6747, 0.9951, 1.5591], [4.6922, 1.5958, 1.8884], [3.6634, -0.3702, 1.2027], [4.9007, -1.1102, 1.2639], [2.5552, -1.0438, 0.6580], [2.7232, -2.1716, 0.1547], [0.2269, -1.1776, -1.4277], [1.3021, -0.2480, -2.0349], [1.2941, -0.2617, -3.5652], [0.2922, -1.0976, -4.1350], [-0.9807, -0.7416, -3.5948], [-1.1046, -1.3599, -2.2202], [-1.8620, 0.5518, 0.1372], [-3.1281, 0.9297, 0.5766], [-6.8204, 1.3276, 1.9388], [-5.3686, 2.3371, 1.6915], [-6.0602, 1.3735, 0.3253], [-3.8258, -1.7995, 2.5090], [-1.5463, -2.4471, 1.6909], [0.2235, -2.1256, 0.4120], [1.3304, 3.3122, 1.8577], [2.5356, 2.9715, 3.1224], [3.0731, 3.5844, 1.5389], [5.6682, -0.4806, 1.7090], [4.7450, -2.0130, 1.8659], [5.2032, -1.4330, 0.2618], [0.6626, -2.0924, -1.5917], [2.2631, -0.6555, -1.6865], [1.1588, 0.7659, -1.6487], [1.1659, 0.7694, -3.9638], [2.2400, -0.6646, -3.9473], [-1.7127, -1.1857, -4.2830], [-1.1353, 0.3586, -3.5628], [-1.2609, -2.4508, -2.3170], [-1.9681, -0.9251, -1.7154], [-1.3311, 1.2122, -0.5584], [-3.5664, 1.8715, 0.2351]]
}


[2]
{
  "formula": "C4H18F12Li2N2O17S4",
  "method": "ωB97M-V with the def2-TZVPD basis set",
  "max_force_ev_per_a": 5.7,
  "de_lowest_kcal_mol": 53.88,
  "lumo_ha": -0.0645,
  "homo_ev": -9.600,
  "symbols": ["Li", "Li", "C", "F", "F", "F", "S", "O", "O", "N", "S", "O", "O", "C", "F", "F", "F", "C", "F", "F", "F", "S", "O", "O", "N", "S", "O", "O", "C", "F", "F", "F", "O", "H", "H", "O", "H", "H", "O", "H", "H", "O", "H", "H", "O", "H", "H", "O", "H", "H", "O", "H", "H", "O", "H", "H", "O", "H", "H"],
  "xyz": [[3.4925, -2.9786, 0.8198], [-0.8705, -1.4477, 0.6624], [1.5535, -0.5423, -2.6767], [0.7904, 0.3627, -3.2805], [1.0772, -1.7883, -2.8396], [2.7749, -0.4088, -3.0707], [1.6397, -0.1863, -0.7870], [2.2200, -1.3904, -0.2559], [2.5331, 0.9939, -0.5496], [-0.0730, -0.0626, -0.4816], [-0.1070, 1.5343, -0.2100], [0.5265, 2.0537, 0.9973], [0.2241, 2.2868, -1.3953], [-2.0335, 1.9171, 0.0423], [-2.1514, 3.1209, 0.6805], [-2.6468, 1.8156, -1.1306], [-2.5707, 1.0015, 0.7866], [-0.4221, -4.8954, 0.4410], [0.1643, -6.0925, 0.1578], [-0.5026, -4.0871, -0.5842], [-1.7228, -5.1280, 0.8364], [0.5810, -4.1271, 1.9340], [0.2771, -5.0859, 2.9801], [1.9949, -4.1235, 1.5003], [-0.1736, -2.5300, 2.1075], [-0.1471, -2.2888, 3.6482], [-1.4311, -2.4546, 4.3131], [0.9508, -2.9039, 4.3927], [0.1187, -0.3500, 3.5658], [0.0237, 0.1351, 4.8066], [1.2892, -0.0062, 2.9712], [-0.8245, 0.1300, 2.7846], [-0.8104, 4.0615, -3.4060], [-1.4678, 3.3826, -3.5583], [-0.1905, 3.6626, -2.7954], [-2.8009, -1.8925, 0.4567], [-3.5100, -1.4869, -0.0423], [-3.2206, -2.2076, 1.2572], [-0.4046, -4.6497, -3.3895], [0.2909, -4.1032, -3.0235], [-1.1207, -4.5817, -2.7580], [2.7518, 3.3528, 2.4174], [2.2734, 3.6228, 1.6336], [3.6071, 3.0723, 2.0919], [0.1260, 3.4704, 3.7249], [-0.6824, 3.9496, 3.5426], [0.1657, 2.7989, 3.0439], [4.5070, 2.8888, -0.0083], [5.3114, 2.4094, 0.1901], [3.9571, 2.2548, -0.4686], [-1.9250, -1.4329, -2.7686], [-1.3747, -0.9105, -2.1852], [-1.4703, -1.4114, -3.6106], [-1.1573, 5.3482, -0.7846], [-0.2824, 5.1758, -0.4368], [-1.6791, 5.5817, -0.0167], [-2.3522, 2.0835, -4.1673], [-2.9987, 1.8221, -3.5117], [-2.0978, 1.2649, -4.5932]]
}


[3]
{
  "formula": "C24H26CuPS3",
  "method": "ωB97M-V with the def2-TZVPD basis set",
  "max_force_ev_per_a": 0.2,
  "de_lowest_kcal_mol": 1.88,
  "lumo_ha": 0.0056,
  "homo_ev": -7.233,
  "symbols": ["Cu", "C", "C", "S", "C", "C", "S", "C", "C", "S", "H", "H", "H", "H", "H", "H", "H", "H", "H", "H", "H", "H", "C", "C", "C", "C", "C", "C", "P", "C", "C", "C", "C", "C", "C", "C", "C", "C", "C", "C", "C", "H", "H", "H", "H", "H", "H", "H", "H", "H", "H", "H", "H", "H", "H"],
  "xyz": [[1.5914, -0.0081, -0.4457], [2.0448, 2.2952, 1.9099], [2.4807, 2.9815, 0.6105], [1.7224, 2.2594, -0.8851], [3.1252, 2.2315, -2.0278], [4.3997, 1.5300, -1.5465], [4.1357, -0.0255, -0.6425], [4.6776, 0.4221, 1.0400], [3.6986, -0.0252, 2.1209], [1.9732, 0.4816, 1.9301], [1.0195, 2.5781, 2.1497], [2.6784, 2.6385, 2.7305], [3.5599, 2.9511, 0.4907], [2.1889, 4.0310, 0.6637], [3.3711, 3.2521, -2.3263], [2.7208, 1.7178, -2.9000], [4.9933, 2.1853, -0.9111], [5.0115, 1.3018, -2.4188], [4.8223, 1.4990, 1.0860], [5.6439, -0.0482, 1.2233], [4.0658, 0.3018, 3.0958], [3.6361, -1.1150, 2.1454], [-1.5917, 0.9521, 3.4398], [-1.4482, -0.3678, 3.0308], [-1.4193, -0.6830, 1.6807], [-1.5359, 0.3169, 0.7157], [-1.6695, 1.6388, 1.1371], [-1.7037, 1.9567, 2.4895], [-1.5594, -0.0132, -1.0972], [-3.3395, -0.3891, -1.3447], [-3.7632, -0.4811, -2.6720], [-5.0781, -0.7913, -2.9826], [-6.0006, -0.9938, -1.9651], [-5.5959, -0.8896, -0.6432], [-4.2745, -0.5944, -0.3333], [-0.7790, -1.6651, -1.1620], [-1.4730, -2.8452, -1.4091], [-0.7881, -4.0529, -1.4525], [0.5819, -4.0649, -1.2432], [1.2586, -2.8745, -0.9930], [0.6146, -1.6294, -0.9491], [-1.6140, 1.1955, 4.4946], [-1.3538, -1.1551, 3.7684], [-1.2950, -1.7116, 1.3644], [-1.7533, 2.4241, 0.3926], [-1.8218, 2.9884, 2.7999], [-3.0482, -0.3092, -3.4693], [-5.3852, -0.8661, -4.0182], [-7.0301, -1.2288, -2.2033], [-6.3101, -1.0424, 0.1565], [-3.9750, -0.5255, 0.7046], [-2.5456, -2.8323, -1.5663], [-1.3238, -4.9746, -1.6456], [1.1260, -5.0023, -1.2785], [2.3339, -2.9255, -0.8391]]
}